[1]
ORCA calculation (ωB97M-V with the def2-TZVPD basis set) on C4N6O4 in the gas phase.

Values from the calculation:
* total charge: 0
* E: -21265.455 eV
* ⟨S²⟩: 2.030
* multiplicity: 3
* LUMO level (alpha / beta): -1.5 / -3.2 eV
* M: 196.082 g mol⁻¹
* HOMO-LUMO gap (alpha / beta): 6.22 / 7.47 eV

Each line ends with the Löwdin spin population.
Element x y z (Å)
C: -0.06 0.03 -1.07  0.1620
C: 0.08 -1.79 0.81  0.0318
C: -0.06 1.00 -0.11  0.0619
C: 0.08 0.22 2.31  0.0778
N: -0.08 -0.72 1.56  0.0619
N: 0.06 1.97 0.58  0.0972
N: 0.15 1.38 2.67  0.0146
N: 0.14 2.39 1.77  0.4282
N: -0.15 0.42 -2.48  0.0286
N: -0.02 -1.29 -0.70  0.3286
O: -0.22 1.61 -2.65  0.0444
O: -0.02 -2.22 -1.51  0.5509
O: -0.16 -0.44 -3.31  0.0547
O: 0.20 -2.95 0.99  0.0573

=====

[2]
ORCA calculation (ωB97M-V with the def2-TZVPD basis set) on C7H13INO3P in the gas phase.

Values from the calculation:
* total charge: 0
* E: -32488.936 eV
* LUMO level: -1.4 eV
* M: 317.063 g mol⁻¹
* structure (SMILES): CCOC(=O)/C=C(\O)CCN(P)I
* HOMO-LUMO gap: 7.64 eV

Each line ends with the Mulliken charge.
Element x y z (Å)
C: -4.25 -1.91 -0.13  -0.9841
C: -4.12 -0.53 0.59  -0.1292
O: -2.76 -0.32 0.81  -0.3103
C: -1.93 -0.18 -0.17  0.7075
O: -2.22 -0.33 -1.32  -0.7223
C: -0.66 0.33 0.31  -0.7722
C: 0.42 0.41 -0.57  0.1682
O: 0.30 0.05 -1.85  -0.5498
C: 1.77 0.97 -0.15  -0.8884
C: 2.81 -0.05 0.11  -0.1220
N: 4.02 0.76 -0.08  -0.3818
P: 4.26 2.16 0.68  -0.0929
I: 5.75 -0.71 -0.49  0.0729
H: -4.12 -1.83 -1.24  0.2478
H: -3.31 -2.54 0.22  0.2099
H: -5.22 -2.40 -0.10  0.3886
H: -4.69 -0.64 1.58  0.2747
H: -4.67 0.15 -0.11  0.2288
H: -0.65 0.46 1.34  0.4675
H: -0.67 -0.17 -1.99  0.4434
H: 2.14 1.58 -0.94  0.5292
H: 1.53 1.55 0.74  0.4144
H: 2.88 -0.95 -0.44  0.4692
H: 2.79 -0.42 1.21  0.2304
H: 5.07 1.86 1.87  0.0364
H: 5.52 2.71 0.13  0.0641

=====

[3]
ORCA calculation (ωB97M-V with the def2-TZVPD basis set) on C36H33Br39N2O4 as an isolated structure.

Values from the calculation:
* total charge: 0
* E: -2780658.334 eV
* LUMO level: -1.8 eV
* M: 3673.926 g mol⁻¹
* HOMO-LUMO gap: 6.24 eV

Each line ends with the Mulliken charge.
Element x y z (Å)
O: 1.06 -0.31 3.35  -0.1767
N: 2.05 0.43 3.21  0.0201
O: 1.58 1.71 3.12  -0.1519
C: 2.09 2.26 1.82  -0.2001
C: 0.89 2.32 0.66  0.5957
C: -0.57 1.61 1.04  -0.8480
C: -1.72 1.64 -0.13  0.3725
C: -1.45 2.38 -1.60  0.3163
C: -0.02 3.09 -1.98  -0.5881
C: 1.17 3.04 -0.82  0.1745
C: 2.62 3.70 -1.21  0.8284
C: 3.31 3.13 -2.58  0.1065
C: 3.00 1.55 -2.91  -0.0676
C: 3.81 0.47 -1.99  0.0783
N: 3.20 -0.91 -2.31  0.3438
C: 3.39 -1.63 -3.66  -0.0330
C: 2.59 -3.09 -3.73  -0.6236
C: 1.86 -3.17 -2.25  -0.1381
C: 2.32 -1.79 -1.45  -0.2786
C: -2.67 2.35 -2.74  -0.0190
O: -2.98 3.39 -3.53  -0.5253
C: -3.48 0.89 -2.84  0.1483
C: -3.90 0.24 -4.29  -0.3790
C: -4.65 -1.22 -4.27  -0.4376
C: -4.92 -1.95 -2.83  -0.2780
C: -4.51 -1.30 -1.36  -0.9597
C: -3.76 0.16 -1.36  0.5162
C: -3.23 0.94 0.02  0.1514
O: -3.96 1.03 1.15  -0.5217
H: 2.58 3.32 1.94  0.1872
H: 2.91 1.54 1.35  0.1695
H: -0.77 1.08 2.09  0.3059
H: 0.17 3.61 -3.01  0.3180
H: 3.37 3.63 -0.30  -0.6230
H: 2.43 4.87 -1.37  -0.0683
H: 4.49 3.20 -2.42  -0.6610
H: 3.10 3.79 -3.55  0.3612
H: 3.36 1.37 -4.03  -0.0173
H: 1.87 1.25 -2.89  0.1513
H: 3.77 0.74 -0.85  -0.1163
H: 4.92 0.41 -2.42  0.0514
H: 4.06 -1.19 -4.54  -0.0323
H: 2.54 -3.88 -4.59  0.3201
H: 1.18 -4.07 -1.88  -0.0214
H: 1.99 -1.54 -0.35  0.2910
H: -3.61 0.86 -5.25  0.3123
H: -4.94 -1.68 -5.33  0.2964
H: -5.43 -3.01 -2.85  0.3644
H: -4.74 -1.87 -0.33  0.6142
C: -0.48 -1.66 6.18  0.0690
Br: -1.46 -0.05 6.66  -0.0219
Br: 0.97 -2.02 7.42  -0.0260
Br: -1.66 -3.19 5.97  -0.0041
H: -0.02 -1.48 5.20  0.0054
C: 3.40 -6.89 -3.82  -0.4543
Br: 5.09 -7.23 -2.94  0.0272
Br: 2.30 -8.49 -3.93  -0.0546
Br: 2.44 -5.40 -3.01  0.2543
H: 3.63 -6.59 -4.85  0.3364
C: -3.18 7.09 -4.47  0.0534
Br: -3.79 8.17 -2.97  -0.0075
Br: -4.65 6.55 -5.63  -0.0152
Br: -1.76 7.97 -5.47  -0.0279
H: -2.76 6.17 -4.05  -0.0033
C: 8.87 -6.38 -0.53  -0.3559
Br: 7.42 -6.32 0.76  0.0429
Br: 8.56 -7.72 -1.91  -0.0455
Br: 9.22 -4.62 -1.30  -0.0049
H: 9.77 -6.68 0.01  0.3514
C: -5.82 -2.33 5.49  -0.0673
Br: -7.19 -1.75 6.75  0.0136
Br: -5.95 -4.24 5.11  -0.0093
Br: -5.83 -1.26 3.87  0.0317
H: -4.85 -2.17 5.98  0.0501
C: 5.71 2.53 -6.56  -0.4215
Br: 5.17 1.09 -5.38  0.1140
Br: 6.51 4.01 -5.58  -0.0303
Br: 6.86 1.90 -7.99  -0.0383
H: 4.80 2.92 -7.03  0.4150
C: 2.56 -6.66 0.78  0.0189
Br: 1.58 -5.05 1.26  0.0101
Br: 4.01 -7.02 2.03  -0.0488
Br: 1.38 -8.19 0.57  -0.0154
H: 3.02 -6.47 -0.20  0.0085
C: -5.65 -3.49 10.27  -0.3154
Br: -4.66 -4.58 11.55  -0.0398
Br: -4.46 -2.63 8.99  0.0314
Br: -7.05 -4.51 9.38  -0.0295
H: -6.14 -2.70 10.84  0.3589
C: 6.82 2.92 -0.15  -0.3760
Br: 5.45 3.50 1.11  0.0020
Br: 6.69 1.02 -0.53  -0.0116
Br: 6.81 3.99 -1.77  -0.0061
H: 7.78 3.09 0.34  0.4202
C: 5.15 7.95 0.44  -0.3308
Br: 6.14 6.87 1.73  -0.0365
Br: 6.34 8.82 -0.83  -0.0120
Br: 3.75 6.93 -0.44  0.1104
H: 4.66 8.75 1.01  0.3713
C: -6.44 3.76 2.56  -0.0349
Br: -6.42 5.04 1.10  -0.0245
Br: -5.34 4.34 4.05  -0.0149
Br: -8.26 3.32 3.11  0.0589
H: -6.00 2.83 2.17  0.0267
C: -11.85 1.52 5.11  -0.3718
Br: -12.49 1.46 3.28  -0.0126
Br: -10.53 0.14 5.47  0.0253
Br: -11.19 3.29 5.59  -0.0270
H: -12.71 1.31 5.76  0.3512
C: -2.00 -4.93 -0.12  0.0381
Br: -3.24 -3.60 -0.80  0.2097
Br: -2.27 -5.27 1.78  0.0317
Br: -2.05 -6.57 -1.16  -0.0350
H: -0.99 -4.52 -0.22  -0.1364

=====

[4]
ORCA calculation (ωB97M-V with the def2-TZVPD basis set) on C6H7NO in the gas phase.

Values from the calculation:
* total charge: 0
* E: -9868.476 eV
* LUMO level: -0.2 eV
* M: 109.128 g mol⁻¹
* structure (SMILES): C=CC(=C)C(O)=C=N
* HOMO-LUMO gap: 6.98 eV

Each line ends with the Mulliken charge.
Element x y z (Å)
C: -1.79 -1.16 -0.17  -0.9139
C: -0.49 -1.42 0.02  -0.0970
C: 0.65 -0.49 0.00  0.7470
C: 1.86 -1.09 -0.02  -1.1163
C: 0.60 0.97 0.07  0.3510
O: 1.81 1.65 -0.01  -0.5325
C: -0.46 1.72 0.14  0.3073
N: -1.35 2.49 0.17  -0.4902
H: -2.19 -0.18 -0.39  0.0738
H: -2.51 -1.97 -0.12  0.2634
H: -0.24 -2.47 0.21  0.2095
H: 1.98 -2.16 -0.07  0.2797
H: 2.79 -0.52 0.00  0.3062
H: 1.61 2.61 -0.01  0.2716
H: -2.26 2.02 0.17  0.3405

=====

[5]
ORCA calculation (ωB97M-V with the def2-TZVPD basis set) on a 14-piece molecular cluster, H27O14 overall.

Values from the calculation:
* total charge: 0
* E: -29095.332 eV
* ⟨S²⟩: 0.759
* multiplicity: 2
* LUMO level (alpha / beta): -0.8 / -5.6 eV
* M: 251.202 g mol⁻¹
* HOMO-LUMO gap (alpha / beta): 10.17 / 5.29 eV

Each line ends with the Löwdin spin population.
Element x y z (Å)
O: 0.86 1.49 5.13  0.0000
H: -0.02 -1.31 -0.35  -0.0015
O: 0.64 1.26 -2.51  0.0605
H: 2.37 -2.31 3.37  0.0000
H: 1.01 -4.60 -0.86  0.0013
O: 3.39 -0.17 1.82  0.0000
H: -0.12 -5.34 -0.63  0.0001
H: 1.12 2.89 0.36  0.0000
O: 1.34 3.64 0.94  0.0000
H: 0.29 -3.24 -3.26  0.0000
H: 1.84 4.28 0.61  0.0000
O: 0.05 -3.14 -2.32  0.2087
H: 0.06 1.03 5.16  0.0000
H: 0.65 0.54 -2.99  -0.0003
O: 1.69 -3.09 3.42  0.0000
H: -0.91 3.75 1.04  0.0000
H: -2.88 -1.36 0.50  0.0000
O: -1.78 3.84 1.33  0.0000
H: 0.19 -1.22 1.23  0.0000
H: 1.28 -2.95 2.59  0.0000
O: 0.89 -5.36 -0.32  0.0041
H: 4.21 -0.03 1.32  0.0000
H: -1.79 -1.17 -3.63  -0.0022
O: -0.71 -0.75 -2.22  0.7015
H: -1.57 -0.62 -1.90  0.0127
H: 2.49 0.07 1.53  0.0000
O: -1.74 -0.12 2.83  0.0000
H: -2.07 0.64 3.22  0.0000
H: -1.86 0.00 1.98  0.0000
O: -3.15 -0.74 -0.18  -0.0016
H: -2.19 4.52 0.86  0.0000
H: 0.92 1.51 4.18  0.0000
O: 0.63 -1.09 0.42  0.0007
H: 0.25 4.35 -3.17  0.0000
H: -2.40 -0.41 -0.76  -0.0007
O: -2.09 -1.17 -4.65  0.0100
H: -0.40 -2.13 -2.14  0.0042
H: -2.13 -0.14 -4.69  0.0002
O: 0.23 4.00 -2.44  0.0007
H: 1.60 1.41 -2.42  0.0017
H: -0.22 3.26 -2.38  0.0000

=====

[6]
ORCA calculation (ωB97M-V with the def2-TZVPD basis set) on C2H4N2O2S in the gas phase.

Values from the calculation:
* total charge: 0
* E: -20045.363 eV
* LUMO level: 0.4 eV
* M: 120.133 g mol⁻¹
* structure (SMILES): NSCON=C=O
* HOMO-LUMO gap: 9.74 eV

Each line ends with the Mulliken charge.
Element x y z (Å)
N: -0.66 1.48 1.28  -0.5122
S: 0.58 0.26 1.57  0.0200
C: -0.25 -1.05 0.73  -0.1622
O: -0.44 -0.86 -0.76  -0.1241
N: 0.67 -0.58 -1.49  -0.2631
C: 0.89 -0.21 -2.62  0.4955
O: 1.59 0.00 -3.56  -0.4449
H: -0.20 2.33 1.12  0.2614
H: -1.23 1.55 2.00  0.2261
H: -1.28 -1.03 0.85  0.2252
H: 0.32 -1.88 0.88  0.2783

=====

[7]
ORCA calculation (ωB97M-V with the def2-TZVPD basis set) on a 2-piece molecular cluster, C5H16N2O overall.

Values from the calculation:
* total charge: +1
* E: -10460.218 eV
* ⟨S²⟩: 0.754
* multiplicity: 2
* LUMO level (alpha / beta): -3.2 / -3.4 eV
* M: 120.196 g mol⁻¹
* HOMO-LUMO gap (alpha / beta): 3.76 / 8.66 eV

Each line ends with the Löwdin spin population.
Element x y z (Å)
C: 0.30 0.35 2.49  0.0084
C: -0.25 0.92 1.23  0.0340
C: -0.62 -0.31 0.24  0.0490
C: 0.06 -0.12 -1.05  0.2745
C: -0.37 0.33 -2.20  0.3316
N: 1.45 -0.68 -0.97  0.0581
N: -1.40 1.86 1.56  0.0134
H: -0.01 1.10 3.27  0.0020
H: 1.34 0.08 2.56  0.0043
H: -0.25 -0.56 2.86  0.0019
H: 0.44 1.40 0.75  0.0028
H: -1.65 -0.25 0.02  0.0018
H: -0.37 -1.20 0.75  0.0098
H: 0.07 0.34 -3.24  0.0409
H: -1.31 1.02 -2.08  0.0501
H: 2.13 -0.35 -0.15  0.0585
H: 1.34 -1.65 -0.90  0.0055
H: 2.02 -0.43 -1.91  0.0175
H: -1.37 2.43 0.75  0.0089
H: -2.17 1.30 1.86  0.0026
H: -1.22 2.43 2.43  0.0095
H: -0.04 -2.29 -2.64  0.0061
H: 0.99 -3.14 -3.18  0.0001
O: 0.88 -2.59 -2.46  0.0088